The following is a quantum chemistry calculation of a cluster of 4 separate species, C18H40BrF5N3O3 in total in a non-equilibrium geometry, from the OMol25 dataset.

Results
Total charge   -1
LUMO energy   2.41 eV
Frontier orbital gap   0.19317 hartree
Strongest force on any atom   1.45 eV/A

Last column: Löwdin charge in e.
Atoms and positions in Å:
F: -4.1619 0.2569 3.5801  0.126
C: -4.1620 -0.4819 2.4515  -0.546
F: -5.1616 -0.0385 1.6720  0.124
F: -4.5136 -1.7468 2.8275  0.102
C: -2.8097 -0.4739 1.7215  -0.495
F: -3.0249 -1.2266 0.5733  0.028
F: -1.9906 -1.3534 2.5030  -0.015
C: -2.2886 0.8389 1.4638  -0.142
C: -0.8994 0.7681 0.8394  -0.276
C: -0.1236 2.0670 0.9999  -0.305
C: 1.3775 1.8452 0.7892  -0.598
Br: 2.4354 2.1861 2.3999  0.570
H: -2.2603 1.3513 2.4249  0.059
H: -1.0206 0.6052 -0.2310  0.097
H: -0.3008 -0.0419 1.2638  0.096
H: -0.3066 2.5354 1.9576  0.077
H: -0.4298 2.7794 0.2402  0.100
H: 1.5712 0.8148 0.5369  0.032
H: 1.7853 2.4548 -0.0042  0.042
C: -6.5902 -1.7505 -3.9584  -0.079
C: -6.5627 -1.2499 -2.5165  -0.436
C: -6.2417 0.2465 -2.3897  -0.210
O: -4.8874 0.5785 -2.5895  -0.177
C: -4.4796 0.7094 -3.9317  -0.116
N: -5.6501 -2.0874 -1.7374  0.050
H: -5.5864 -1.8860 -4.3596  0.061
H: -7.0884 -2.7190 -4.0090  0.070
H: -7.1296 -1.0583 -4.6095  0.072
H: -7.5678 -1.3898 -2.1057  0.131
H: -6.4663 0.5556 -1.3663  0.124
H: -6.8806 0.8446 -3.0574  0.116
H: -5.2746 1.1323 -4.5561  0.086
H: -4.1570 -0.2480 -4.3515  0.073
H: -3.6254 1.3863 -3.9476  0.086
H: -5.7170 -1.8359 -0.7549  0.069
H: -4.7003 -1.8251 -1.9867  0.069
C: -0.8941 -4.6929 -1.6285  -0.074
C: -0.8815 -4.5151 -0.1129  -0.423
C: -0.4652 -3.1147 0.3515  -0.201
O: 0.9313 -2.8579 0.2639  -0.188
C: 1.3880 -2.4557 -1.0072  -0.121
N: -0.0484 -5.5689 0.4825  0.031
H: 0.1114 -4.8118 -2.0332  0.059
H: -1.4560 -5.5880 -1.8982  0.070
H: -1.3640 -3.8389 -2.1195  0.076
H: -1.9055 -4.6638 0.2391  0.138
H: -0.7116 -3.0183 1.4073  0.113
H: -1.0286 -2.3363 -0.1718  0.107
H: 0.6457 -1.8377 -1.5219  0.091
H: 1.6485 -3.3140 -1.6352  0.069
H: 2.2918 -1.8619 -0.8600  0.081
H: -0.1354 -5.5208 1.4932  0.068
H: 0.9212 -5.3222 0.3047  0.062
C: 8.7180 4.6601 1.7235  -0.076
C: 7.7209 4.3012 2.8211  -0.436
C: 7.2040 2.8576 2.7468  -0.214
O: 6.2419 2.6272 1.7439  -0.205
C: 6.7518 2.4029 0.4466  -0.107
N: 6.6312 5.2805 2.8141  0.039
H: 8.2244 4.8391 0.7691  0.063
H: 9.2500 5.5747 1.9854  0.072
H: 9.4565 3.8677 1.5843  0.075
H: 8.2438 4.3954 3.7780  0.132
H: 6.6950 2.6344 3.6880  0.123
H: 8.0339 2.1427 2.6529  0.119
H: 7.7024 1.8606 0.4756  0.088
H: 6.8810 3.3393 -0.1031  0.075
H: 6.0204 1.7991 -0.0895  0.089
H: 6.0278 5.1158 3.6142  0.072
H: 6.0395 5.0771 2.0132  0.071



The following is a quantum chemistry calculation of the molecule C7H13N in a non-equilibrium geometry, from the OMol25 dataset.

Results
SMILES string   C=CC/C(=C/N)CC
Total charge   0
Energy above the lowest of the compared OMol25 structures with the same formula, charge and spin   33.5 kcal per mole
LUMO energy   1.05 eV
Frontier orbital gap   0.32405 hartree
Strongest force on any atom   1.68 eV/A

Last column: Löwdin charge in e.
Atoms and positions in Å:
C: -3.2860 -0.2239 -0.0241  -0.010
C: -1.9657 -0.3286 -0.1594  -0.176
C: -1.0654 0.7256 -0.7679  -0.170
C: 0.3739 0.5743 -0.2116  -0.267
C: 0.6879 1.3720 0.8037  -0.178
N: 1.8553 1.4201 1.5594  0.052
C: 1.2353 -0.4279 -0.9193  -0.222
C: 1.5293 -1.7079 -0.1258  -0.101
H: -3.8473 -1.0891 0.3235  0.047
H: -3.8655 0.6875 -0.1254  0.054
H: -1.5302 -1.3297 -0.1123  0.093
H: -1.4482 1.6881 -0.4484  0.099
H: -1.0486 0.6166 -1.8518  0.110
H: -0.0326 2.1147 1.1112  0.112
H: 2.7221 1.0079 1.2660  0.078
H: 1.7480 1.6574 2.5261  0.074
H: 0.7676 -0.7341 -1.8609  0.103
H: 2.1880 0.0126 -1.2463  0.111
H: 0.6424 -2.3015 0.0715  0.063
H: 2.0163 -1.4541 0.8077  0.057
H: 2.3232 -2.2797 -0.6160  0.070